Entry 1:
A 11-piece molecular cluster, C5H30NO12 overall in a non-equilibrium geometry. Source: the OMol25 dataset; level of theory: ωB97M-V/def2-TZVPD.

Calculated values
gap between HOMO and LUMO: 7.60 eV
charge: -1
HOMO: -5.25 eV

Each line ends with the Löwdin charge.
Geometry (Å):
C: 0.57 -0.98 -3.63  -0.048
C: 1.36 -1.10 -2.25  -0.292
C: 1.08 -2.36 -1.12  -0.125
C: 1.22 -3.59 -2.01  -0.122
N: 1.21 0.11 -1.49  -0.005
C: 1.83 0.25 -0.19  -0.785
O: 1.21 0.91 0.64  -0.075
O: 2.90 -0.34 -0.01  -0.010
H: 0.59 -2.00 -4.14  0.086
H: 1.06 -0.23 -4.22  0.053
H: -0.49 -0.66 -3.68  0.050
H: 2.44 -1.19 -2.43  0.119
H: 0.10 -2.36 -0.86  0.047
H: 1.82 -2.33 -0.27  0.116
H: 2.18 -3.66 -2.52  0.087
H: 0.54 -3.61 -2.72  0.006
H: 1.19 -4.29 -1.27  0.037
H: 0.47 0.71 -1.84  0.086
H: 1.95 2.37 -1.53  0.043
H: 1.22 3.22 -0.70  0.020
O: 2.07 3.30 -1.16  -0.091
H: -0.80 2.53 1.86  -0.086
H: -0.28 1.15 1.60  0.042
O: -0.98 1.70 2.11  -0.043
H: -1.48 3.94 1.34  -0.019
H: -2.02 4.02 -0.10  0.016
O: -1.56 4.46 0.59  -0.003
H: 1.96 2.22 2.23  0.021
H: 2.51 3.44 1.30  -0.001
O: 2.48 3.05 2.17  -0.085
H: 1.86 -2.43 3.53  0.025
H: 1.18 -1.38 2.82  0.041
O: 1.02 -2.08 3.42  0.004
H: -0.91 0.22 -0.19  0.126
H: -1.59 1.06 -1.41  -0.056
O: -1.45 0.25 -1.10  -0.051
H: -3.31 -1.43 -3.69  0.045
H: -2.21 -1.62 -2.62  0.039
O: -2.64 -2.10 -3.41  -0.113
H: -2.88 -2.38 0.32  -0.022
H: -2.77 -3.25 1.54  -0.010
O: -3.31 -2.95 0.89  0.023
H: -0.36 -1.22 4.03  0.006
H: -1.33 -0.11 4.54  -0.018
O: -1.25 -1.03 4.45  -0.079
H: -3.44 1.27 1.47  0.022
H: -3.78 0.66 0.17  0.082
O: -3.26 1.46 0.55  -0.104

Entry 2:
C47H49CoN6O2S3Si as an isolated structure in a non-equilibrium geometry. Source: the OMol25 dataset; level of theory: ωB97M-V/def2-TZVPD.

Calculated values
gap between HOMO and LUMO (alpha / beta): 5.54 / 5.32 eV
HOMO (alpha / beta): -6.97 / -6.96 eV

Each line ends with the Löwdin charge.
Geometry (Å):
Co: -0.12 -1.04 0.00  0.353
C: 0.34 -0.82 -4.42  -0.052
O: -0.86 -1.54 -4.01  0.060
C: -0.84 -1.50 -2.68  -0.325
N: 0.05 -0.80 -2.07  0.137
C: 0.73 -0.03 -3.16  -0.202
C: 2.20 0.24 -3.10  -0.178
C: 2.96 0.03 -1.96  -0.053
C: 4.31 0.36 -1.94  -0.054
C: 4.91 0.92 -3.06  -0.077
C: 4.15 1.14 -4.20  -0.074
C: 2.80 0.81 -4.22  -0.036
C: -1.94 -2.13 -1.94  -0.198
C: -3.09 -2.73 -2.42  0.047
C: -4.07 -3.08 -1.49  -0.004
C: -3.91 -2.79 -0.14  0.046
C: -2.72 -2.19 0.24  -0.218
N: -1.76 -1.93 -0.64  0.026
C: -2.30 -1.69 1.56  -0.342
N: -1.13 -1.18 1.72  0.128
C: -1.06 -0.76 3.15  -0.197
C: -2.47 -1.08 3.68  -0.018
O: -3.14 -1.75 2.57  0.065
C: -0.70 0.68 3.38  -0.214
C: 0.14 1.02 4.43  -0.047
C: 0.43 2.35 4.69  -0.080
C: -0.10 3.34 3.89  -0.073
C: -0.95 3.01 2.84  -0.048
C: -1.26 1.68 2.59  -0.036
H: 0.06 -0.20 -5.27  0.136
H: 1.09 -1.56 -4.70  0.141
H: 0.21 0.93 -3.18  0.160
H: 2.49 -0.39 -1.09  0.054
H: 4.88 0.20 -1.04  0.106
H: 5.95 1.19 -3.04  0.104
H: 4.60 1.58 -5.08  0.105
H: 2.22 1.00 -5.11  0.115
H: -3.23 -2.89 -3.48  0.132
H: -4.98 -3.55 -1.83  0.121
H: -4.68 -2.99 0.59  0.133
H: -0.32 -1.40 3.64  0.131
H: -3.04 -0.18 3.89  0.140
H: -2.49 -1.76 4.53  0.135
H: 0.57 0.24 5.04  0.115
H: 1.09 2.61 5.51  0.105
H: 0.14 4.38 4.08  0.110
H: -1.37 3.78 2.21  0.115
H: -1.89 1.42 1.75  0.056
C: 1.93 -3.31 -1.60  -0.169
Si: 1.24 -3.01 0.13  0.822
C: 2.75 -2.87 1.35  -0.601
C: 2.28 -2.53 2.76  -0.096
C: 3.61 -4.14 1.43  -0.099
C: 3.72 -1.79 0.83  -0.112
C: 0.22 -4.66 0.50  -0.594
C: -0.81 -4.96 -0.61  -0.093
C: -0.52 -4.67 1.84  -0.079
C: 1.16 -5.87 0.50  -0.100
H: 2.50 -4.25 -1.60  0.034
H: 2.61 -2.52 -1.93  0.018
H: 1.15 -3.41 -2.36  0.020
H: 1.82 -3.39 3.25  0.068
H: 1.55 -1.72 2.78  0.031
H: 3.13 -2.23 3.38  0.095
H: 3.14 -4.93 2.01  0.057
H: 4.54 -3.89 1.95  0.087
H: 3.88 -4.54 0.46  0.082
H: 3.27 -0.82 0.70  0.031
H: 4.16 -2.10 -0.12  0.080
H: 4.53 -1.68 1.55  0.094
H: -1.68 -4.31 -0.58  0.042
H: -1.19 -5.98 -0.46  0.088
H: -0.38 -4.92 -1.61  0.078
H: -1.23 -3.86 1.94  0.055
H: 0.17 -4.60 2.68  0.069
H: -1.07 -5.61 1.95  0.091
H: 1.78 -5.94 -0.40  0.076
H: 0.55 -6.78 0.53  0.085
H: 1.82 -5.91 1.36  0.052
N: 3.11 5.43 1.25  0.147
C: 2.64 4.39 1.09  -0.188
C: 2.06 3.09 0.90  -0.242
C: 1.16 2.86 -0.14  -0.018
C: 0.63 1.60 -0.32  -0.128
C: 0.95 0.51 0.51  -0.185
C: 1.82 0.80 1.57  -0.122
C: 2.37 2.05 1.77  -0.028
H: 0.88 3.68 -0.79  0.120
H: -0.11 1.48 -1.10  0.039
H: 2.07 0.04 2.30  0.077
H: 3.04 2.23 2.61  0.122
S: -5.46 5.33 1.49  0.563
C: -4.58 4.32 0.51  -1.092
S: -4.48 2.62 0.86  0.939
C: -3.41 2.37 -0.49  -1.135
N: -3.15 3.46 -1.14  0.003
N: -3.81 4.55 -0.59  -0.133
C: -3.56 5.78 -1.27  -0.181
C: -4.34 6.92 -1.08  -0.046
C: -4.05 8.08 -1.77  -0.084
C: -2.98 8.14 -2.65  -0.099
C: -2.21 7.00 -2.84  -0.089
C: -2.49 5.83 -2.16  -0.030
S: -2.77 0.81 -0.81  0.605
H: -5.17 6.89 -0.40  0.028
H: -4.67 8.95 -1.61  0.103
H: -2.75 9.05 -3.18  0.098
H: -1.37 7.02 -3.53  0.100
H: -1.89 4.95 -2.32  0.093

Entry 3:
One molecule with the formula C11H14N6OS in a non-equilibrium geometry. Source: the OMol25 dataset; level of theory: ωB97M-V/def2-TZVPD.

Calculated values
gap between HOMO and LUMO: 8.40 eV
SMILES: CN(C)C(=O)CSc1nnc(-c2cnccn2)n1C
HOMO: -8.21 eV

Each line ends with the Löwdin charge.
Geometry (Å):
C: -6.50 -0.17 -0.09  -0.037
N: -5.13 -0.65 0.01  -0.162
C: -4.94 -2.08 -0.09  -0.049
C: -4.13 0.25 0.04  -0.546
O: -4.30 1.45 0.07  0.004
C: -2.72 -0.33 0.06  -0.366
S: -1.61 1.11 0.01  1.030
C: -0.13 0.20 0.02  -0.621
N: -0.04 -1.12 0.05  0.011
N: 1.26 -1.42 0.05  0.068
C: 1.95 -0.31 0.01  -0.257
C: 3.40 -0.26 0.00  -0.184
C: 4.15 -1.44 0.02  -0.067
N: 5.46 -1.42 0.01  0.079
C: 6.06 -0.23 -0.03  -0.125
C: 5.32 0.94 -0.05  -0.114
N: 4.00 0.93 -0.04  0.120
N: 1.10 0.77 0.00  -0.047
C: 1.42 2.16 -0.04  -0.038
H: -6.95 -0.50 -1.03  0.094
H: -6.48 0.92 -0.06  0.085
H: -7.09 -0.55 0.74  0.092
H: -5.85 -2.57 0.24  0.090
H: -4.12 -2.41 0.54  0.088
H: -4.74 -2.38 -1.12  0.099
H: -2.51 -0.96 -0.81  0.091
H: -2.51 -0.89 0.97  0.091
H: 3.66 -2.40 0.05  0.113
H: 7.14 -0.24 -0.04  0.102
H: 5.79 1.91 -0.08  0.105
H: 2.02 2.43 0.83  0.094
H: 1.99 2.39 -0.94  0.095
H: 0.49 2.73 -0.04  0.063

Entry 4:
C6H9NO as an isolated structure in a non-equilibrium geometry. Source: the OMol25 dataset; level of theory: ωB97M-V/def2-TZVPD.

Calculated values
gap between HOMO and LUMO: 7.86 eV
HOMO: -7.20 eV

Each line ends with the Löwdin charge.
Geometry (Å):
C: 1.18 1.13 -0.97  -0.046
C: 0.56 0.01 1.17  -0.171
C: -1.01 -0.19 0.32  -0.356
C: 0.84 -0.16 -0.25  -0.425
C: -1.83 0.82 0.04  0.058
C: 1.20 -1.37 -0.81  0.029
O: -1.41 -1.46 0.64  0.033
N: 0.70 -0.08 2.38  0.194
H: -2.28 -1.63 0.27  0.113
H: -0.14 -0.22 2.95  0.090
H: 2.22 1.11 -1.28  0.086
H: 1.04 2.03 -0.37  0.082
H: 0.54 1.22 -1.84  0.088
H: -1.47 1.81 -0.15  0.056
H: -2.90 0.66 -0.04  0.062
H: 1.67 -1.37 -1.78  0.053
H: 1.09 -2.30 -0.28  0.053

Entry 5:
One molecule with the formula C21H13F4N3O in a non-equilibrium geometry. Source: the OMol25 dataset; level of theory: ωB97M-V/def2-TZVPD.

Calculated values
gap between HOMO and LUMO: 8.50 eV
SMILES: Cn1c(=O)c(Cc2ccc(F)cc2F)cc2cnnc(-c3ccc(F)cc3F)c21
HOMO: -9.05 eV

Each line ends with the Löwdin charge.
Geometry (Å):
C: 0.38 1.84 1.50  0.012
N: 0.57 0.68 0.57  0.003
C: 0.28 -0.61 0.97  -0.415
O: 0.40 -0.98 2.14  0.066
C: -0.31 -1.57 0.09  -0.093
C: -0.69 -3.11 0.49  -0.054
C: -2.17 -3.44 0.62  -0.133
C: -3.21 -2.48 0.90  0.020
C: -4.64 -2.73 0.76  -0.021
C: -5.01 -3.93 0.36  -0.310
F: -6.28 -4.25 0.04  0.064
C: -4.05 -4.97 0.23  0.059
C: -2.73 -4.71 0.31  -0.208
F: -1.89 -5.77 -0.04  0.029
C: -0.30 -1.30 -1.29  0.066
C: 0.16 0.09 -1.72  -0.107
C: 0.22 0.26 -3.10  -0.100
N: 0.89 1.32 -3.58  0.047
N: 1.54 2.18 -2.67  0.090
C: 1.45 2.14 -1.38  -0.189
C: 2.36 3.05 -0.61  -0.142
C: 2.16 4.43 -0.61  -0.007
C: 3.04 5.17 0.17  -0.012
C: 4.11 4.55 0.85  -0.234
F: 5.10 5.25 1.43  0.064
C: 4.35 3.15 0.76  0.097
C: 3.38 2.41 0.08  -0.195
F: 3.49 1.03 0.03  0.065
C: 0.78 1.00 -0.77  -0.060
H: -0.01 2.81 1.12  0.103
H: -0.24 1.58 2.44  0.124
H: 1.41 2.03 1.85  0.087
H: -0.20 -3.37 1.40  0.089
H: -0.05 -3.79 -0.32  0.177
H: -2.99 -1.40 1.06  0.117
H: -5.50 -2.01 0.98  0.149
H: -4.37 -5.99 0.07  0.131
H: -0.71 -2.05 -2.00  0.131
H: -0.23 -0.59 -3.63  0.117
H: 1.38 5.07 -1.07  0.136
H: 2.92 6.23 0.35  0.116
H: 5.25 2.79 1.21  0.122

Entry 6:
C4H10O3 as an isolated structure in a non-equilibrium geometry. Source: the OMol25 dataset; level of theory: ωB97M-V/def2-TZVPD.

Calculated values
gap between HOMO and LUMO: 9.53 eV
HOMO: -8.68 eV

Each line ends with the Löwdin charge.
Geometry (Å):
C: -0.81 0.63 -0.14  -0.650
C: 0.59 -1.33 -0.01  -0.214
C: 0.06 1.68 -1.54  0.041
C: 0.76 -1.70 1.46  -0.066
O: -0.69 -0.72 -0.26  -0.034
O: -0.06 1.19 0.83  0.021
O: -2.12 1.00 -0.09  0.079
H: 0.25 2.08 0.46  0.132
H: -2.68 0.22 -0.12  0.120
H: 1.38 -0.66 -0.34  0.113
H: 0.58 -2.23 -0.64  0.123
H: 1.00 1.23 -1.29  0.031
H: -0.54 2.51 -1.19  0.044
H: -0.15 1.51 -2.59  0.035
H: -0.06 -2.34 1.79  0.079
H: 1.70 -2.24 1.58  0.077
H: 0.80 -0.81 2.08  0.070

Entry 7:
C3H4I2 as an isolated structure in a non-equilibrium geometry. Source: the OMol25 dataset; level of theory: ωB97M-V/def2-TZVPD.

Calculated values
gap between HOMO and LUMO: 8.83 eV
HOMO: -9.38 eV

Each line ends with the Löwdin charge.
Geometry (Å):
C: -0.61 -0.19 0.69  -0.249
C: -0.60 0.15 -0.73  -0.295
C: 0.69 -0.01 -0.07  -1.197
I: 1.78 1.85 -0.01  0.760
I: 2.11 -1.82 -0.05  0.596
H: -0.66 0.63 1.35  0.062
H: -0.87 -1.21 1.16  0.136
H: -1.00 -0.59 -1.41  0.110
H: -0.84 1.19 -0.93  0.079

The relative energy (zero: lowest compared OMol25 entry of this formula, charge and spin) results, record by record, are as follows: 5.5447 0.0000 0.0000 5.0999 2.7127 2.7961 0.7323 eV.